# 1
# C4H12N4

C4H12N4 in the gas phase in a non-equilibrium geometry (the ωB97M-V functional and the def2-TZVPD basis, the OMol25 dataset).

Each line ends with the Löwdin charge.
Atoms and positions in Å:
C (1.337, -0.012, 0.440)  -0.459
C (0.063, 0.284, -0.359)  -0.204
C (2.570, 0.225, -0.443)  -0.074
N (-1.126, 0.385, 0.484)  -0.047
C (-2.400, 0.373, -0.240)  -0.597
N (-2.727, -0.941, -0.151)  0.087
N (1.253, -1.361, 0.989)  0.031
N (-3.107, 1.343, -0.647)  0.108
H (-1.068, 1.200, 1.089)  0.126
H (1.374, 0.675, 1.294)  0.134
H (-1.831, -1.166, 0.528)  0.169
H (-3.707, -1.151, -0.260)  0.089
H (1.247, -2.046, 0.241)  0.072
H (2.052, -1.559, 1.581)  0.069
H (-2.647, 2.244, -0.559)  0.031
H (0.205, 1.204, -0.938)  0.118
H (-0.127, -0.536, -1.056)  0.124
H (3.481, -0.014, 0.104)  0.072
H (2.528, -0.411, -1.329)  0.078
H (2.629, 1.264, -0.768)  0.072

Values from the calculation:
- Kohn-Sham gap (Eh) = 0.3606
- SMILES string = [H]/N=C(/N)NC[C@H](C)N
- total charge = 0
- LUMO (hartree) = 0.0336
- HOMO level (eV) = -8.899
- multiplicity = 1
- E_tot (eV) = -10302.026
- energy relative to the best compared isomer or geometry (same formula, charge and spin) (eV) = 1.245

---

# 2
# C12H24BN2O5

A gas-phase ion, C12H24BN2O5 (charge +1) (the ωB97M-V functional and the def2-TZVPD basis, the OMol25 dataset).

Each line ends with the Löwdin charge.
Atoms and positions in Å:
C (1.855, 1.319, 2.270)  0.021
B (1.833, -0.201, 1.909)  -0.452
O (2.067, -1.161, 2.866)  0.149
C (1.512, -0.747, 0.443)  -0.116
C (0.049, -1.133, 0.117)  -0.271
C (-0.660, -2.112, 1.036)  -0.141
C (-2.142, -2.266, 0.667)  -0.162
C (-2.987, -1.060, 1.136)  -0.146
C (-3.677, -0.331, -0.006)  -0.155
O (-2.772, 0.519, -0.742)  -0.033
C (-2.545, 1.744, -0.210)  -0.544
C (-1.747, 2.620, -1.137)  0.029
O (-2.923, 2.065, 0.882)  0.125
C (0.149, -1.573, -1.346)  -0.023
N (1.335, -0.770, -1.891)  0.126
C (1.770, 0.145, -0.764)  -0.233
C (3.104, 0.799, -1.030)  -0.152
O (3.079, 1.405, -2.317)  -0.124
N (2.821, 2.861, -2.160)  0.021
O (3.186, 3.427, -3.082)  0.144
H (2.896, 1.665, 2.239)  0.084
H (1.270, 1.962, 1.608)  0.066
H (1.530, 1.461, 3.301)  0.082
H (2.971, -1.415, 3.064)  0.122
H (2.130, -1.651, 0.305)  0.161
H (-0.495, -0.184, 0.184)  0.136
H (-0.159, -3.083, 1.062)  0.132
H (-0.612, -1.698, 2.046)  0.125
H (-2.510, -3.188, 1.112)  0.117
H (-2.242, -2.347, -0.418)  0.103
H (-3.750, -1.376, 1.846)  0.126
H (-2.340, -0.342, 1.640)  0.109
H (-4.519, 0.256, 0.353)  0.130
H (-4.061, -1.034, -0.745)  0.129
H (-2.134, 3.633, -1.052)  0.098
H (-1.818, 2.297, -2.172)  0.086
H (-0.706, 2.649, -0.809)  0.072
H (-0.738, -1.407, -1.947)  0.135
H (0.465, -2.614, -1.372)  0.144
H (2.101, -1.429, -2.042)  0.181
H (1.206, -0.304, -2.789)  0.184
H (1.013, 0.935, -0.762)  0.147
H (3.254, 1.561, -0.264)  0.124
H (3.943, 0.100, -1.025)  0.146

Values from the calculation:
- Kohn-Sham gap (Eh) = 0.3611
- SMILES string = CB(O)[C@H]1[C@H](CCCCOC(C)=O)C[NH2+][C@@H]1CON=O
- total charge = +1
- LUMO (hartree) = -0.1224
- HOMO level (eV) = -13.156
- multiplicity = 1
- E_tot (eV) = -26720.046
- energy relative to the best compared isomer or geometry (same formula, charge and spin) (eV) = 3.316

---

# 3
# C4H12

2 unconnected molecules or ions with the total composition C4H12 in a non-equilibrium geometry (the ωB97M-V functional and the def2-TZVPD basis, the OMol25 dataset).

Each line ends with the Löwdin charge.
Atoms and positions in Å:
C (0.835, -0.422, 1.845)  -0.078
C (1.358, 0.811, 1.031)  -0.078
H (1.389, -1.279, 1.696)  0.039
H (1.148, -0.218, 2.941)  0.145
H (-0.314, -0.469, 1.842)  0.105
H (1.080, 1.651, 1.545)  0.045
H (0.829, 0.808, 0.049)  0.057
H (2.449, 0.953, 0.980)  0.101
C (-1.508, -0.660, -1.025)  -0.024
C (-0.673, 0.309, -1.790)  -0.070
H (-2.322, -0.321, -0.543)  0.054
H (-1.945, -1.420, -1.853)  0.221
H (-1.008, -1.494, -0.540)  0.117
H (-1.153, 0.630, -2.783)  0.177
H (0.297, -0.063, -2.158)  0.114
H (-0.461, 1.184, -1.236)  0.076

Values from the calculation:
- Kohn-Sham gap (spin up / spin down) (Eh) = 0.4969 / 0.1622
- total charge = +1
- LUMO (spin up / spin down) (hartree) = -0.1099 / -0.4097
- HOMO level (spin up / spin down) (eV) = -16.511 / -15.560
- multiplicity = 2
- E_tot (eV) = -4330.180
- energy relative to the best compared isomer or geometry (same formula, charge and spin) (eV) = 1.052

---

# 4
# C37H36BrIrN5P2S5

A molecular structure, C37H36BrIrN5P2S5 (the ωB97M-V functional and the def2-TZVPD basis, the OMol25 dataset).

Each line ends with the Löwdin charge.
Atoms and positions in Å:
Ir (-0.069, -0.458, 1.230)  0.809
S (2.888, 1.161, -0.959)  0.396
P (1.381, 0.257, -1.842)  0.477
C (0.023, -0.241, -0.746)  -0.627
P (-1.612, -0.798, -1.214)  0.587
S (-1.989, -1.689, 0.584)  0.373
C (-1.864, -1.974, -2.547)  -0.349
C (-2.328, -1.551, -3.794)  -0.091
C (-2.527, -2.477, -4.805)  -0.046
C (-2.275, -3.823, -4.572)  -0.040
C (-1.834, -4.250, -3.327)  -0.051
C (-1.629, -3.330, -2.313)  -0.108
C (-2.743, 0.567, -1.525)  -0.359
C (-4.107, 0.278, -1.594)  -0.078
C (-5.018, 1.304, -1.784)  -0.047
C (-4.574, 2.616, -1.912)  -0.050
C (-3.218, 2.905, -1.846)  -0.064
C (-2.299, 1.880, -1.647)  -0.122
C (1.941, -1.219, -2.726)  -0.360
C (1.553, -2.508, -2.389)  -0.116
C (2.080, -3.597, -3.074)  -0.064
C (2.990, -3.395, -4.099)  -0.056
C (3.383, -2.103, -4.440)  -0.055
C (2.866, -1.018, -3.755)  -0.085
C (0.658, 1.314, -3.117)  -0.369
C (0.785, 2.699, -3.017)  -0.122
C (0.181, 3.516, -3.960)  -0.056
C (-0.544, 2.955, -5.005)  -0.051
C (-0.648, 1.576, -5.121)  -0.055
C (-0.042, 0.754, -4.182)  -0.091
H (-2.544, -0.505, -3.972)  0.103
H (-2.892, -2.151, -5.770)  0.117
H (-2.440, -4.544, -5.362)  0.119
H (-1.662, -5.302, -3.143)  0.118
H (-1.303, -3.663, -1.335)  0.085
H (-4.457, -0.743, -1.499)  0.121
H (-6.075, 1.081, -1.840)  0.119
H (-5.288, 3.413, -2.073)  0.118
H (-2.869, 3.923, -1.961)  0.119
H (-1.243, 2.104, -1.599)  0.052
H (0.846, -2.672, -1.587)  0.053
H (1.773, -4.600, -2.805)  0.114
H (3.395, -4.241, -4.639)  0.115
H (4.092, -1.946, -5.241)  0.117
H (3.181, -0.014, -4.013)  0.117
H (1.371, 3.125, -2.212)  0.061
H (0.291, 4.590, -3.891)  0.116
H (-1.008, 3.595, -5.743)  0.116
H (-1.182, 1.141, -5.956)  0.115
H (-0.092, -0.322, -4.295)  0.100
C (-0.278, -1.578, 5.532)  -0.083
C (-1.522, -0.702, 5.591)  -0.216
C (-1.731, 0.077, 4.335)  -0.549
N (-0.960, 0.035, 3.308)  -0.065
N (-1.362, 0.836, 2.271)  -0.212
C (-2.494, 1.456, 2.490)  -0.666
N (-3.116, 2.240, 1.609)  0.164
S (-3.075, 1.159, 4.098)  1.187
H (-0.173, -2.129, 6.464)  0.088
H (0.619, -0.973, 5.391)  0.072
H (-0.339, -2.298, 4.715)  0.076
H (-1.463, 0.002, 6.425)  0.126
H (-2.415, -1.307, 5.768)  0.127
H (-2.825, 2.231, 0.640)  0.067
H (-4.013, 2.639, 1.823)  0.123
S (0.994, -2.528, 1.199)  0.613
C (2.612, -2.637, 0.677)  -1.039
N (3.421, -1.697, 0.269)  -0.037
C (4.639, -2.165, -0.403)  -0.187
C (4.943, -3.518, 0.220)  -0.370
S (3.306, -4.224, 0.601)  0.994
H (3.114, -0.725, 0.107)  -0.016
H (5.444, -1.448, -0.254)  0.135
H (4.428, -2.250, -1.473)  0.116
H (5.504, -3.428, 1.148)  0.089
H (5.469, -4.181, -0.461)  0.093
Br (0.346, 3.043, 0.765)  0.867
C (1.598, 2.114, 1.821)  -0.748
C (2.586, 2.878, 2.421)  -0.090
C (3.528, 2.249, 3.211)  -0.013
C (3.441, 0.876, 3.388)  -0.021
C (2.426, 0.194, 2.759)  -0.148
N (1.514, 0.789, 1.963)  -0.143
H (2.603, 3.945, 2.258)  0.113
H (4.313, 2.824, 3.684)  0.129
H (4.142, 0.337, 4.007)  0.123
H (2.312, -0.875, 2.883)  0.077

Values from the calculation:
- Kohn-Sham gap (spin up / spin down) (Eh) = 0.2876 / 0.2595
- total charge = +2
- LUMO (spin up / spin down) (hartree) = -0.1938 / -0.2283
- HOMO level (spin up / spin down) (eV) = -13.100 / -13.275
- multiplicity = 2
- E_tot (eV) = -192029.416
- energy relative to the best compared isomer or geometry (same formula, charge and spin) (eV) = 0.266

---

# 5
# C6H16O

2 unconnected molecules or ions with the total composition C6H16O in a non-equilibrium geometry (the ωB97M-V functional and the def2-TZVPD basis, the OMol25 dataset).

Each line ends with the Löwdin charge.
Atoms and positions in Å:
C (-1.492, -0.896, 2.699)  -0.142
C (-0.299, -0.903, 1.824)  -0.287
C (-0.472, -0.795, 0.234)  -0.183
C (0.712, -0.125, -0.562)  -0.416
C (1.877, -1.051, -0.837)  -0.093
C (0.111, 0.077, -1.937)  -0.116
H (-1.126, -1.088, 3.743)  0.076
H (-2.088, 0.013, 2.897)  0.071
H (-2.053, -1.847, 2.294)  0.116
H (0.080, -1.904, 1.925)  0.094
H (0.443, -0.157, 1.945)  0.084
H (-1.487, -0.411, -0.052)  0.108
H (-0.827, -1.777, -0.138)  0.108
H (1.014, 0.756, -0.111)  0.103
H (2.377, -1.359, 0.169)  0.114
H (2.607, -0.644, -1.495)  0.059
H (1.575, -1.866, -1.406)  0.053
H (0.823, 0.286, -2.740)  0.081
H (-0.784, -0.630, -2.158)  0.114
H (-0.480, 0.983, -1.917)  0.057
H (0.073, 5.125, -1.813)  0.041
H (-0.287, 3.957, -0.871)  -0.054
O (-0.298, 4.256, -1.691)  0.011

Values from the calculation:
- Kohn-Sham gap (Eh) = 0.4089
- SMILES string = CCCC(C)C.O
- total charge = 0
- LUMO (hartree) = 0.0309
- HOMO level (eV) = -10.287
- multiplicity = 1
- E_tot (eV) = -8526.973
- energy relative to the best compared isomer or geometry (same formula, charge and spin) (eV) = 2.261